(1)
C51H49IrNO4P2Sb | ωB97M-V/def2-TZVPD

HOMO-LUMO gap (alpha / beta), eV: 4.35 / 4.31
Total charge: +1
Highest occupied orbital energy (alpha / beta), eV: -9.24 / -9.20
2S+1: 2
Energy above the lowest of the compared OMol25 structures with the same formula, charge and spin, kcal per mole: 78.4

Last column: Mulliken spin population.
Element x y z (Å)
Ir: 0.195 0.509 0.266  0.8790
O: -1.163 -0.498 4.315  0.0070
C: -0.719 -0.471 3.235  0.0258
O: 0.240 -0.214 2.545  -0.0101
C: -2.297 -1.341 1.653  0.0036
O: -3.236 -1.794 2.186  -0.0016
O: -1.723 -1.116 0.625  -0.0069
C: 2.534 3.148 -0.064  -0.0186
N: 3.434 2.356 0.739  0.0140
C: 3.758 1.122 0.073  0.0088
P: 2.437 -0.155 0.244  -0.0201
C: 2.934 -0.946 1.807  0.0184
C: 3.013 -2.327 1.958  -0.0041
C: 3.324 -2.882 3.192  -0.0005
C: 3.567 -2.060 4.282  -0.0004
C: 3.502 -0.681 4.136  -0.0002
C: 3.179 -0.125 2.908  -0.0100
C: 3.002 -1.213 -1.120  -0.0309
C: 2.282 -1.248 -2.314  0.0183
C: 2.765 -1.954 -3.403  0.0075
C: 3.974 -2.632 -3.310  0.0003
C: 4.703 -2.592 -2.132  -0.0005
C: 4.223 -1.879 -1.040  0.0006
C: 4.438 3.028 1.496  -0.0013
C: 4.045 3.895 2.512  -0.0008
C: 4.998 4.584 3.246  0.0000
C: 6.350 4.404 2.990  0.0001
C: 6.741 3.528 1.989  0.0000
C: 5.793 2.848 1.237  0.0011
P: 0.769 2.688 0.211  0.1635
C: 0.555 3.544 1.807  0.0015
C: 0.521 4.939 1.862  0.0005
C: 0.473 5.592 3.083  -0.0009
C: 0.469 4.862 4.265  0.0006
C: 0.532 3.479 4.220  -0.0010
C: 0.578 2.823 2.997  0.0199
C: -0.008 3.707 -1.073  -0.0819
C: 0.435 3.549 -2.386  0.0212
C: -0.117 4.304 -3.410  0.0092
C: -1.119 5.222 -3.132  0.0007
C: -1.594 5.354 -1.835  0.0008
C: -1.057 4.587 -0.813  0.0055
H: 2.771 3.061 -1.133  -0.0050
H: 2.610 4.203 0.201  -0.0003
H: 4.648 0.666 0.504  -0.0012
H: 3.939 1.263 -1.003  -0.0002
H: 2.863 -2.978 1.106  0.0006
H: 3.380 -3.958 3.298  0.0000
H: 3.811 -2.493 5.243  0.0000
H: 3.700 -0.034 4.981  0.0000
H: 3.107 0.952 2.815  -0.0018
H: 1.340 -0.713 -2.388  -0.0003
H: 2.197 -1.980 -4.325  0.0003
H: 4.350 -3.188 -4.159  0.0000
H: 5.648 -3.114 -2.059  0.0000
H: 4.797 -1.858 -0.121  0.0000
H: 2.993 4.018 2.737  0.0003
H: 4.679 5.253 4.034  0.0001
H: 7.092 4.944 3.562  0.0000
H: 7.792 3.382 1.776  0.0000
H: 6.121 2.190 0.443  -0.0002
H: 0.557 5.528 0.955  0.0001
H: 0.444 6.673 3.111  0.0001
H: 0.425 5.375 5.217  -0.0001
H: 0.547 2.901 5.135  0.0002
H: 0.640 1.747 2.978  -0.0214
H: 1.204 2.823 -2.627  -0.0050
H: 0.239 4.176 -4.423  0.0001
H: -1.538 5.824 -3.927  -0.0001
H: -2.395 6.049 -1.618  0.0000
H: -1.461 4.677 0.186  0.0003
C: 1.610 -4.550 -0.780  -0.0008
Sb: 0.283 -2.988 -0.150  0.0026
C: -1.400 -3.609 -1.310  -0.0004
C: -0.314 -3.918 1.682  -0.0012
H: 1.019 -5.416 -1.077  0.0000
H: 2.259 -4.840 0.046  0.0001
H: 2.225 -4.226 -1.619  0.0001
H: -1.691 -4.613 -1.004  -0.0002
H: -1.150 -3.618 -2.370  0.0002
H: -2.226 -2.922 -1.136  0.0005
H: -0.141 -4.990 1.602  0.0001
H: -1.375 -3.749 1.863  0.0000
H: 0.259 -3.521 2.520  0.0002
C: -6.278 1.084 2.461  0.0008
C: -5.986 0.895 1.114  -0.0004
C: -4.700 1.092 0.646  -0.0014
C: -3.689 1.498 1.523  0.0026
C: -3.991 1.674 2.875  0.0016
C: -5.279 1.464 3.342  -0.0017
C: -2.299 1.752 1.104  0.0468
C: -1.708 1.411 -0.064  -0.0457
C: -2.160 1.271 -1.443  -0.0434
C: -3.036 2.213 -1.994  -0.0026
C: -3.390 2.154 -3.331  0.0085
C: -2.880 1.148 -4.141  0.0003
C: -2.023 0.195 -3.606  0.0313
C: -1.665 0.255 -2.270  0.0470
H: -7.286 0.926 2.821  0.0001
H: -6.766 0.586 0.430  0.0000
H: -4.478 0.920 -0.397  0.0006
H: -3.204 1.962 3.564  0.0002
H: -5.500 1.593 4.393  0.0000
H: -1.686 2.184 1.889  -0.0120
H: -3.428 2.996 -1.360  -0.0004
H: -4.062 2.896 -3.743  -0.0001
H: -3.163 1.097 -5.184  -0.0002
H: -1.642 -0.603 -4.230  0.0003
H: -1.039 -0.529 -1.851  -0.0180

(2)
C4H6OS | ωB97M-V/def2-TZVPD

HOMO-LUMO gap, eV: 8.32
Highest occupied orbital energy, eV: -9.00
SMILES string: C=CC=O.C=S
Energy above the lowest of the compared OMol25 structures with the same formula, charge and spin, kcal per mole: 72.5

Last column: Mulliken charge in e.
Element x y z (Å)
C: -1.430 -0.093 0.397  -0.7648
C: -0.231 0.024 0.973  -0.1351
C: 0.765 -1.074 1.315  0.0644
O: 0.378 -2.240 1.354  -0.4674
H: -1.835 -0.940 -0.124  0.3395
H: -1.977 0.809 0.586  0.2818
H: 0.007 1.078 1.371  0.2983
H: 1.775 -0.782 1.574  0.3456
C: 0.529 0.749 -1.947  -0.3196
S: 1.643 1.483 -1.082  -0.2041
H: -0.530 1.107 -1.934  0.2770
H: 0.908 -0.120 -2.482  0.2842

(3)
C10H16BrCl3ORe | ωB97M-V/def2-TZVPD

HOMO-LUMO gap (alpha / beta), eV: 3.97 / 5.82
Total charge: -2
Highest occupied orbital energy (alpha / beta), eV: 1.16 / -0.72
2S+1: 4
Energy above the lowest of the compared OMol25 structures with the same formula, charge and spin, kcal per mole: 2.0

Last column: Mulliken spin population.
Element x y z (Å)
C: 0.353 -1.187 0.445  0.0359
C: -0.216 -0.885 -0.847  0.0450
C: -1.076 0.256 -0.682  0.0885
C: -0.073 -1.713 -2.066  -0.0053
C: -0.955 0.720 0.677  0.2047
C: -0.140 -0.223 1.392  -0.0706
C: 0.034 -0.265 2.880  0.0002
C: 1.227 -2.368 0.713  -0.0187
C: -2.088 0.735 -1.677  0.0029
C: -1.673 1.881 1.276  -0.0425
Re: 1.047 0.803 -0.201  2.1177
Cl: 0.859 0.177 -4.443  0.0026
Cl: 2.913 0.141 -1.446  0.1101
Cl: 0.447 2.162 -2.008  0.2053
H: 0.776 -2.398 -1.984  0.0040
H: 0.162 -1.018 -2.913  -0.0069
H: -1.013 -2.235 -2.330  0.0004
H: -1.663 0.692 -2.683  0.0012
H: -2.389 1.758 -1.451  0.0022
H: -2.988 0.105 -1.660  0.0030
H: -1.707 2.718 0.569  0.0025
H: -1.179 2.202 2.199  0.0010
H: -2.708 1.598 1.525  0.0044
H: 0.003 0.758 3.277  -0.0027
H: 1.003 -0.719 3.136  0.0042
H: -0.774 -0.854 3.353  -0.0009
H: 1.890 -2.552 -0.141  -0.0013
H: 0.617 -3.267 0.876  0.0015
H: 1.843 -2.190 1.598  -0.0004
O: 2.342 0.611 1.288  0.1295
H: 3.017 1.304 1.166  0.0179
Br: 2.108 3.255 0.161  0.1645

(4)
C5H4N2O | ωB97M-V/def2-TZVPD

HOMO-LUMO gap, eV: 8.96
Highest occupied orbital energy, eV: -8.40
SMILES string: N#Cc1ccc(N)o1
Energy above the lowest of the compared OMol25 structures with the same formula, charge and spin, kcal per mole: 38.9

Last column: Mulliken charge in e.
Element x y z (Å)
N: -3.652 -0.836 0.180  -0.4830
C: -2.559 -0.399 -0.189  0.0216
C: -1.264 0.120 -0.181  0.3844
C: -0.679 1.274 -0.019  -0.3623
C: 0.730 1.111 0.025  -0.5162
C: 0.866 -0.256 -0.190  0.5268
N: 1.924 -1.229 0.051  -0.4471
O: -0.276 -0.868 -0.238  -0.3270
H: -1.253 2.165 -0.101  0.4368
H: 1.553 1.779 0.299  0.3343
H: 1.896 -2.238 0.235  0.2192
H: 2.713 -0.624 0.128  0.2126

(5)
C13H52O13 | ωB97M-V/def2-TZVPD

HOMO-LUMO gap, eV: 10.18
Highest occupied orbital energy, eV: -9.52
Energy above the lowest of the compared OMol25 structures with the same formula, charge and spin, kcal per mole: 41.4

Last column: Mulliken charge in e.
Element x y z (Å)
C: 0.120 -4.700 -1.024  -0.8222
O: 0.012 -3.317 -1.320  -0.2670
H: 0.393 -5.025 0.000  0.2662
H: -0.971 -5.093 -1.125  0.2471
H: 0.729 -5.215 -1.770  0.3329
H: 0.961 -3.004 -1.370  0.3863
C: 1.105 3.356 -2.736  -0.4592
O: 1.684 2.208 -3.278  -0.5183
H: 0.944 4.065 -3.490  0.3592
H: 0.114 3.119 -2.369  0.0420
H: 1.717 3.792 -1.963  0.2161
H: 0.973 1.536 -3.184  0.3570
C: 2.798 3.076 1.774  -0.6849
O: 2.039 1.889 1.620  -0.3591
H: 2.190 3.896 1.439  0.3600
H: 3.184 3.278 2.794  0.2497
H: 3.713 3.046 1.124  0.1662
H: 1.089 2.138 1.574  0.1651
C: -0.653 3.136 3.935  -0.6766
O: -0.574 3.627 2.541  -0.4932
H: -1.468 2.458 4.117  0.2120
H: 0.296 2.768 4.186  0.3339
H: -0.901 3.936 4.713  0.2627
H: -1.463 3.608 2.121  0.4609
C: 0.069 -0.637 3.698  -0.5338
O: 0.543 -0.964 2.409  -0.2189
H: -0.540 0.277 3.760  -0.0020
H: -0.483 -1.472 4.138  0.3250
H: 0.839 -0.442 4.446  0.3026
H: 1.427 -1.355 2.482  0.2463
C: -2.921 3.611 -0.188  -0.7254
O: -2.739 3.124 1.080  -0.4948
H: -3.677 4.302 -0.196  0.3298
H: -2.069 4.043 -0.679  0.2896
H: -3.289 2.804 -0.920  0.2110
H: -3.168 2.229 1.212  0.4360
C: 3.607 -2.770 -2.203  -0.7715
O: 2.483 -2.305 -1.432  -0.4142
H: 4.283 -3.183 -1.554  0.3600
H: 3.269 -3.511 -3.014  0.2565
H: 4.144 -1.912 -2.608  0.2345
H: 2.682 -1.419 -1.080  0.1539
C: 3.871 -2.714 1.817  -0.4503
O: 3.304 -1.460 2.027  -0.5692
H: 5.000 -2.766 1.783  0.2408
H: 3.583 -3.379 2.620  0.3147
H: 3.533 -3.110 0.797  0.0442
H: 3.415 -0.836 1.271  0.3256
C: -1.395 -2.155 -4.290  -0.6816
O: -1.875 -1.990 -2.985  -0.3648
H: -2.175 -2.087 -4.977  0.2723
H: -0.620 -1.352 -4.494  0.2028
H: -0.856 -3.083 -4.309  0.2666
H: -1.433 -2.572 -2.375  0.3478
C: -5.133 0.508 2.324  -0.7849
O: -4.106 0.662 1.331  -0.4006
H: -5.254 -0.517 2.573  0.2664
H: -4.783 1.102 3.162  0.2304
H: -6.019 0.972 1.982  0.3551
H: -4.329 0.192 0.539  0.2241
C: 4.069 1.226 -1.418  -0.8516
O: 3.122 0.579 -0.576  -0.0310
H: 4.530 2.039 -0.866  0.3221
H: 4.865 0.471 -1.604  0.2694
H: 3.774 1.572 -2.405  0.2668
H: 2.573 1.205 -0.113  0.1328
C: -1.050 0.487 -0.805  0.0985
O: -0.952 0.727 -2.156  -0.4617
H: -0.709 -0.526 -0.514  0.1854
H: -0.331 1.139 -0.322  -0.0678
H: -2.013 0.827 -0.452  -0.0615
H: -1.294 0.001 -2.657  0.2326
C: -4.026 -2.631 -0.113  -0.2601
O: -4.115 -1.415 -0.927  -0.5240
H: -2.999 -2.981 0.014  0.1409
H: -4.397 -2.269 0.839  0.0881
H: -4.667 -3.368 -0.613  0.2440
H: -3.594 -1.495 -1.769  0.3164

(6)
C5H12O3 | ωB97M-V/def2-TZVPD

HOMO-LUMO gap, eV: 10.38
Highest occupied orbital energy, eV: -9.60
SMILES string: C[C@H](O)[C@@H](O)[C@@H](C)O
Energy above the lowest of the compared OMol25 structures with the same formula, charge and spin, kcal per mole: 48.3

Last column: Mulliken charge in e.
Element x y z (Å)
C: 0.832 1.766 0.230  -1.4581
C: 1.053 0.343 -0.215  0.2712
O: 2.088 0.432 -1.465  -0.6352
C: -0.056 -0.323 -0.917  -0.0960
O: 0.310 -1.503 -1.600  -0.6038
C: -1.155 -0.836 0.302  0.3451
C: -0.970 -0.533 1.769  -1.3552
O: -2.470 -0.444 -0.068  -0.5924
H: 1.056 1.885 1.291  0.2891
H: 1.479 2.481 -0.288  0.4155
H: -0.165 2.189 0.074  0.3250
H: 1.572 -0.281 0.514  0.5009
H: 2.764 -0.251 -1.314  0.2797
H: -0.577 0.345 -1.606  0.2926
H: 0.818 -1.216 -2.380  0.3815
H: -1.134 -1.927 0.193  0.2735
H: 0.010 -0.864 2.119  0.3305
H: -1.158 0.518 2.002  0.3175
H: -1.709 -1.086 2.361  0.3818
H: -2.587 -0.692 -1.001  0.3367

no.,strongest force on any atom (Eh/bohr)
1,0.1183
2,0.0570
3,0.0464
4,0.1687
5,0.0728
6,0.0877